This record from the OMol25 dataset describes a cluster of 12 separate species, C48H123N11O4 in total at a distorted geometry. The level of theory is wB97M-V/def2-TZVPD.

The geometry in ORCA input format:
```
! RIJCOSX wB97M-V def2-TZVPD def2/J DEFGRID3
* xyz 2 1
N -22.056 -0.629 25.577
H -22.354 0.328 25.453
H -21.066 -0.631 25.780
H -22.252 -1.194 24.763
H -22.592 -1.049 26.323
N -27.314 0.902 31.590
H -28.222 0.518 31.369
H -27.446 1.903 31.563
H -26.668 0.699 30.841
H -26.965 0.654 32.505
N -31.115 5.804 30.158
H -30.189 5.411 30.248
H -31.457 5.957 31.096
H -31.712 5.064 29.820
H -31.181 6.646 29.604
N -30.649 1.412 26.941
H -30.002 2.135 26.659
H -31.015 0.766 26.256
H -31.409 1.860 27.432
H -30.230 0.877 27.688
C -25.968 3.908 26.369
C -26.937 4.292 27.379
C -26.475 4.084 28.918
O -27.295 4.210 29.832
C -25.121 3.613 29.163
C -24.324 3.268 28.152
C -24.739 3.420 26.690
O -24.003 3.073 25.670
O -23.192 2.747 28.600
O -28.100 4.544 27.124
H -26.245 4.038 25.333
H -24.774 3.573 30.185
C -27.535 -0.689 35.408
C -26.001 -0.558 35.505
N -25.540 0.669 34.850
C -24.087 0.646 34.610
C -23.791 -0.179 33.357
C -25.828 1.930 35.673
C -25.688 3.176 34.784
H -27.806 -1.569 35.990
H -28.023 -0.912 34.459
H -28.089 0.148 35.833
H -25.792 -0.445 36.569
H -25.575 -1.474 35.096
H -23.641 1.630 34.464
H -23.602 0.193 35.475
H -24.217 0.315 32.484
H -22.714 -0.335 33.298
H -24.240 -1.171 33.416
H -25.141 2.097 36.503
H -26.833 1.810 36.077
H -24.659 3.373 34.484
H -26.006 4.054 35.346
H -26.300 3.082 33.886
C -32.327 9.617 25.564
C -31.824 8.668 26.688
N -31.603 9.307 28.030
C -30.402 10.163 28.174
C -29.155 9.263 28.103
C -32.765 10.064 28.501
C -34.016 9.133 28.591
H -32.501 9.044 24.653
H -31.633 10.442 25.408
H -33.253 10.117 25.847
H -32.469 7.799 26.818
H -30.839 8.342 26.355
H -30.430 10.966 27.438
H -30.394 10.701 29.122
H -28.949 8.714 27.184
H -28.244 9.846 28.230
H -29.154 8.518 28.899
H -32.972 11.017 28.015
H -32.567 10.282 29.550
H -34.810 9.746 29.017
H -33.774 8.270 29.212
H -34.384 8.761 27.635
C -26.934 9.014 22.724
C -27.747 10.241 23.024
N -27.168 11.536 22.733
C -25.938 11.742 23.506
C -25.165 12.982 23.054
C -28.221 12.548 22.956
C -29.240 12.670 21.869
H -26.631 9.039 21.678
H -27.536 8.115 22.858
H -26.002 8.947 23.285
H -28.703 10.026 22.546
H -27.980 10.187 24.088
H -26.078 11.737 24.587
H -25.228 10.920 23.415
H -24.275 13.068 23.677
H -24.810 12.940 22.024
H -25.581 13.959 23.299
H -27.694 13.499 23.036
H -28.717 12.480 23.925
H -28.671 12.866 20.961
H -29.851 13.544 22.095
H -29.885 11.817 21.656
C -29.271 2.743 20.846
C -29.574 3.654 19.675
N -31.032 3.819 19.496
C -31.487 5.036 18.895
C -31.031 6.277 19.682
C -31.783 2.584 19.177
C -31.582 2.036 17.778
H -29.655 1.724 20.798
H -29.713 3.120 21.768
H -28.198 2.710 21.034
H -29.057 4.602 19.823
H -29.098 3.264 18.775
H -32.575 5.073 18.842
H -31.114 5.128 17.874
H -29.951 6.413 19.721
H -31.356 6.263 20.722
H -31.372 7.134 19.101
H -31.607 1.808 19.922
H -32.859 2.726 19.278
H -30.542 2.122 17.463
H -31.822 0.974 17.729
H -32.136 2.617 17.041
C -21.181 8.561 26.394
C -21.324 9.685 27.451
N -21.039 10.998 26.810
C -19.666 11.178 26.349
C -19.448 12.499 25.626
C -21.632 12.069 27.623
C -20.867 12.375 28.918
H -20.162 8.459 26.020
H -21.802 8.656 25.504
H -21.418 7.576 26.796
H -22.335 9.639 27.856
H -20.650 9.488 28.285
H -18.990 11.138 27.202
H -19.447 10.374 25.646
H -19.485 13.342 26.316
H -18.497 12.493 25.094
H -20.296 12.620 24.952
H -22.675 11.807 27.802
H -21.688 12.935 26.964
H -20.762 11.463 29.505
H -21.376 13.143 29.501
H -19.847 12.723 28.757
C -16.076 -2.389 26.262
C -17.539 -2.037 25.893
N -18.057 -0.746 26.343
C -17.388 0.313 25.620
C -18.087 1.651 25.847
C -17.983 -0.547 27.839
C -18.593 -1.699 28.669
H -15.362 -1.589 26.065
H -15.668 -3.217 25.682
H -15.985 -2.625 27.322
H -17.685 -2.062 24.813
H -18.200 -2.841 26.218
H -16.351 0.366 25.949
H -17.348 0.126 24.547
H -17.740 2.523 25.292
H -19.156 1.602 25.643
H -17.990 1.956 26.888
H -18.214 0.428 28.267
H -16.925 -0.669 28.073
H -18.085 -2.647 28.494
H -19.675 -1.701 28.537
H -18.359 -1.497 29.715
C -18.618 3.120 33.943
C -19.277 4.218 33.148
N -18.420 5.416 33.223
C -17.088 5.263 32.570
C -17.166 4.789 31.115
C -19.168 6.540 32.684
C -18.466 7.939 32.679
H -18.277 3.459 34.921
H -17.787 2.758 33.337
H -19.318 2.312 34.150
H -19.678 3.955 32.169
H -20.202 4.436 33.681
H -16.464 6.148 32.700
H -16.541 4.529 33.161
H -17.713 3.861 30.949
H -17.524 5.661 30.567
H -16.140 4.583 30.807
H -20.025 6.713 33.336
H -19.589 6.335 31.700
H -17.778 8.070 31.844
H -17.890 8.186 33.571
H -19.306 8.632 32.654
*
```

Calculated values
HOMO energy (Eh): -0.345
E_LUMO (Eh): -0.2365
ΔE to the lowest compared entry with this formula, charge and spin (kcal/mol): 209.99
Kohn-Sham gap (eV): 2.95

Atomic partial charges in e from the Löwdin method, atoms 1 to 2: number 1, N, carries 0.359; number 2, H, carries 0.147